Version a
ORCA calculation (ωB97M-V/def2-TZVPD) on a cluster of 2 separate species, C2H3F2NO2 in total.

```
! wB97M-V def2-TZVPD RIJCOSX def2/J DEFGRID3
* xyz 0 1
C 0.221 -0.330 0.810
C 0.932 0.626 1.362
F 1.400 0.699 2.650
N 1.326 1.782 0.556
O 0.951 1.801 -0.589
O 1.939 2.635 1.118
H -0.061 -0.361 -0.235
H -0.090 -1.226 1.348
F -0.992 0.571 -1.855
H -0.121 0.888 -1.635
*
```

As for the LUMO energy: -1.14 eV. The frontier orbital gap comes out at 10.57 eV. As for the structure (SMILES): C=C(F)[N+](=O)[O-].F. Its HOMO energy is -11.712 eV.

And the Löwdin charges, in e, turn out to be: 0.17 -0.23 0.09 -0.35 0.06 0.16 0.06 0.10 -0.11 0.04

***

Version b
ORCA calculation (ωB97M-V/def2-TZVPD) on a cluster of 2 separate species, C2H3F2NO2 in total.

```
! wB97M-V def2-TZVPD RIJCOSX def2/J DEFGRID3
* xyz 0 1
C 1.506 0.909 -0.394
C -1.139 0.063 0.382
N -0.799 -1.220 0.023
O -1.256 -1.606 -1.039
O -0.084 -1.908 0.784
F -1.108 0.307 1.629
F -2.113 0.749 -0.267
H 1.654 -0.133 -0.769
H 1.502 1.799 -1.049
H 1.838 1.039 0.701
*
```

As for the LUMO energy (spin up / spin down): -0.91 / -2.06 eV. The frontier orbital gap (spin up / spin down) comes out at 9.26 / 7.73 eV. Its HOMO energy (spin up / spin down) is -10.168 / -9.788 eV.

And the Löwdin charges, in e, turn out to be: 0.09 -0.32 -0.36 0.10 0.07 0.22 0.15 0.01 0.01 0.04

***

version a is the most stable structure; the next one sits 79.0 kcal/mol above it.

***

Version a
ORCA calculation (ωB97M-V/def2-TZVPD) on a cluster of 5 separate species, C9H28O5 in total.

```
! wB97M-V def2-TZVPD RIJCOSX def2/J DEFGRID3
* xyz 0 1
C -4.213 0.618 3.136
C -3.037 -0.015 2.442
C -3.266 -0.191 0.948
O -1.918 0.833 2.658
H -4.324 0.276 4.169
H -5.195 0.399 2.704
H -4.134 1.705 3.144
H -2.895 -1.037 2.829
H -4.246 -0.614 0.719
H -2.483 -0.758 0.444
H -3.254 0.809 0.495
H -1.188 0.524 2.088
C 3.411 -3.262 -0.563
C 2.207 -2.349 -0.364
C 1.004 -2.763 -1.226
O 1.780 -2.404 1.034
H 4.308 -2.771 -0.193
H 3.466 -3.434 -1.644
H 3.236 -4.260 -0.158
H 2.543 -1.346 -0.624
H 0.715 -3.806 -1.100
H 1.216 -2.507 -2.266
H 0.160 -2.161 -0.888
H 1.680 -3.348 1.201
C 0.514 2.457 -3.403
C -0.327 2.508 -2.108
C 0.555 2.946 -0.940
O -1.364 3.472 -2.246
H 1.511 2.054 -3.203
H 0.572 3.436 -3.870
H 0.080 1.696 -4.060
H -0.781 1.527 -1.930
H -0.032 3.058 -0.026
H 1.108 3.861 -1.139
H 1.255 2.134 -0.720
H -1.664 3.514 -3.157
O 3.423 0.058 1.615
H 3.949 0.420 0.893
H 3.687 -0.868 1.685
O 0.288 -0.065 1.048
H 0.914 0.583 1.398
H 0.739 -0.927 1.177
*
```

As for the LUMO energy: 0.31 eV. The frontier orbital gap comes out at 9.62 eV. As for the structure (SMILES): CC(C)O.CC(C)O.CC(C)O.O.O. Its HOMO energy is -9.310 eV.

And the Löwdin charges, in e, turn out to be: -0.07 -0.51 -0.07 -0.06 0.07 0.07 0.08 0.13 0.07 0.06 0.09 0.04 -0.05 -0.46 -0.05 -0.09 0.08 0.09 0.08 0.13 0.08 0.08 0.07 0.10 -0.06 -0.48 -0.06 -0.06 0.07 0.08 0.07 0.13 0.08 0.08 0.06 0.08 -0.04 0.04 0.03 -0.07 0.04 0.02

***

Version b
ORCA calculation (ωB97M-V/def2-TZVPD) on a cluster of 5 separate species, C9H28O5 in total.

```
! wB97M-V def2-TZVPD RIJCOSX def2/J DEFGRID3
* xyz 0 1
C -9.730 -12.519 9.200
C -9.032 -13.667 8.538
C -8.692 -14.701 9.558
O -9.749 -14.167 7.421
H -10.605 -12.850 9.750
H -10.008 -11.737 8.475
H -9.135 -12.018 9.937
H -8.066 -13.326 8.163
H -8.102 -14.257 10.352
H -8.268 -15.574 9.058
H -9.631 -15.029 10.061
H -9.417 -13.605 6.686
C -6.219 -9.069 7.713
C -6.478 -7.878 8.578
C -7.945 -7.590 8.864
O -5.811 -8.055 9.859
H -6.741 -9.021 6.757
H -6.660 -9.927 8.285
H -5.160 -9.264 7.480
H -6.078 -6.982 8.100
H -8.139 -6.558 9.261
H -8.324 -8.384 9.564
H -8.418 -7.601 7.850
H -4.866 -7.913 9.676
C -7.730 -11.479 5.906
O -8.558 -12.471 5.351
H -7.744 -10.546 5.304
H -8.163 -11.343 6.885
H -6.626 -11.679 6.027
H -8.089 -12.928 4.610
C -9.420 -8.498 4.327
O -8.011 -8.358 4.090
H -9.925 -8.067 3.452
H -9.732 -9.514 4.578
H -9.627 -7.978 5.261
H -7.893 -7.454 3.856
C -6.208 -11.888 2.774
O -6.620 -13.085 3.387
H -6.304 -11.027 3.438
H -5.249 -11.940 2.264
H -6.936 -11.655 1.967
H -5.959 -13.566 3.846
*
```

As for the LUMO energy: 0.50 eV. The frontier orbital gap comes out at 10.10 eV. As for the structure (SMILES): CC(C)O.CC(C)O.CO.CO.CO. Its HOMO energy is -9.605 eV.

And the Löwdin charges, in e, turn out to be: -0.07 -0.55 -0.07 -0.05 0.08 0.08 0.07 0.12 0.08 0.08 0.09 0.06 -0.07 -0.52 -0.06 -0.07 0.06 0.10 0.09 0.13 0.09 0.10 0.08 0.09 -0.18 -0.13 0.05 0.06 0.10 0.08 -0.14 -0.14 0.09 0.07 0.07 0.05 -0.14 -0.11 0.07 0.08 0.10 0.08

***

version a is the most stable structure; the next one sits 40.8 kcal/mol above it.

***

Version a
ORCA calculation (ωB97M-V/def2-TZVPD) on a cluster of 2 separate species, C5H10N3 in total.

```
! wB97M-V def2-TZVPD RIJCOSX def2/J DEFGRID3
* xyz 1 1
C -2.403 1.108 0.178
C -2.575 -0.237 -0.175
C -1.045 1.259 0.634
C 2.799 0.885 -0.244
C 1.980 -0.222 -0.160
N -1.322 -0.788 0.004
N -0.461 0.064 0.602
N -0.990 -2.152 0.096
H -3.165 1.756 0.140
H -3.392 -0.788 -0.433
H -0.540 2.082 0.880
H 2.767 1.698 0.463
H 2.808 1.368 -1.239
H 3.743 0.397 -0.006
H 1.703 -0.556 0.846
H 1.840 -0.995 -0.971
H -1.745 -2.674 -0.364
H -0.004 -2.204 -0.250
*
```

As for the LUMO energy: -6.32 eV. The frontier orbital gap comes out at 6.14 eV. Its HOMO energy is -12.459 eV.

And the Löwdin charges, in e, turn out to be: -0.01 0.02 -0.08 -0.08 0.17 -0.23 0.05 0.11 0.06 0.10 0.07 0.12 0.12 0.15 0.09 0.13 0.11 0.09

***

Version b
ORCA calculation (ωB97M-V/def2-TZVPD) on the ion C5H10N3 with charge +1.

```
! wB97M-V def2-TZVPD RIJCOSX def2/J DEFGRID3
* xyz 1 1
C 2.119 -0.677 -1.767
C 1.082 -0.460 -0.799
C 0.952 -0.813 0.623
N -0.236 -0.360 1.105
N -0.625 -0.238 2.455
C -0.975 0.190 0.105
C -2.124 1.054 0.146
N -0.239 -0.012 -1.049
H 2.973 -0.267 -1.240
H 2.318 -1.727 -1.800
H 1.759 -0.251 -2.705
H 1.753 -1.140 1.374
H 0.020 0.311 2.933
H -0.688 -1.072 2.960
H -2.928 0.731 0.825
H -1.757 2.064 0.443
H -2.539 1.184 -0.919
H -0.599 0.469 -1.969
*
```

As for the LUMO energy: -2.91 eV. The frontier orbital gap comes out at 10.18 eV. As for the structure (SMILES): Cc1cn(N)c(C)[nH+]1. Its HOMO energy is -13.081 eV.

And the Löwdin charges, in e, turn out to be: -0.01 -0.22 0.04 -0.10 0.16 -0.26 0.00 0.15 0.11 0.10 0.11 0.16 0.09 0.09 0.10 0.12 0.13 0.23

***

Version c
ORCA calculation (ωB97M-V/def2-TZVPD) on the ion C5H10N3 with charge +1.

```
! wB97M-V def2-TZVPD RIJCOSX def2/J DEFGRID3
* xyz 1 1
C -0.422 1.638 0.773
C -0.167 0.847 -0.459
C 1.353 1.006 -0.742
N 2.246 0.227 -0.265
N 1.857 -0.780 0.429
C 0.605 -1.304 0.327
N -0.312 -0.608 -0.271
C -1.635 -1.276 -0.529
H 0.362 1.450 1.489
H -1.246 1.159 1.223
H -0.653 2.665 0.740
H -0.722 1.133 -1.405
H 1.653 1.795 -1.255
H 2.549 -1.240 1.004
H 0.324 -2.174 0.775
H -2.463 -0.586 -0.664
H -1.467 -1.898 -1.383
H -1.861 -2.053 0.213
*
```

As for the LUMO energy: -4.27 eV. The frontier orbital gap comes out at 9.78 eV. As for the structure (SMILES): C[C@H]1C=N[NH+]=CN1C. Its HOMO energy is -14.059 eV.

And the Löwdin charges, in e, turn out to be: -0.01 -0.26 -0.01 0.08 0.04 0.01 -0.05 0.04 0.10 0.08 0.09 0.18 0.09 0.18 0.14 0.11 0.09 0.11

***

Version d
ORCA calculation (ωB97M-V/def2-TZVPD) on the ion C5H10N3 with charge +1.

```
! wB97M-V def2-TZVPD RIJCOSX def2/J DEFGRID3
* xyz 1 1
C -2.386 0.181 -0.718
N -2.559 0.095 0.526
C -1.165 0.041 0.014
C -0.229 1.531 0.290
N 1.092 1.290 -0.286
C 1.751 0.173 0.228
N 1.013 -1.180 -0.218
C -0.430 -1.251 0.286
H -3.020 0.378 -1.562
H -0.724 2.287 -0.298
H -0.263 1.805 1.383
H 1.071 1.295 -1.392
H 2.845 0.185 -0.103
H 1.651 0.000 1.435
H 1.666 -1.908 0.337
H 1.044 -1.437 -1.205
H -0.389 -1.277 1.464
H -0.967 -2.207 -0.184
*
```

As for the LUMO energy: -3.57 eV. The frontier orbital gap comes out at 9.64 eV. As for the structure (SMILES): C1=N[C@]12CNC[NH2+]C2. Its HOMO energy is -13.207 eV.

And the Löwdin charges, in e, turn out to be: -0.05 0.20 -0.38 -0.07 -0.10 -0.17 0.03 -0.10 0.12 0.10 0.13 0.19 0.15 0.19 0.22 0.16 0.17 0.18

***

version b is the most stable structure; the next one sits 18.3 kcal/mol above it.

***

Version a
ORCA calculation (ωB97M-V/def2-TZVPD) on a cluster of 2 separate species, C5H10N3 in total.

```
! wB97M-V def2-TZVPD RIJCOSX def2/J DEFGRID3
* xyz 1 1
C 2.638 0.631 0.244
C 1.433 0.837 0.855
C -1.379 -1.560 0.279
C -1.715 1.355 -0.931
C -0.793 -0.154 0.528
N 2.506 -0.257 -0.745
N 1.277 -0.685 -0.701
N 0.598 -0.103 0.274
H 3.618 1.213 0.355
H 1.289 1.224 1.860
H -0.572 -2.231 0.727
H -1.592 -1.697 -0.673
H -2.233 -1.779 0.874
H -1.469 2.127 -0.275
H -2.585 0.768 -1.050
H -1.139 1.504 -1.911
H -0.915 0.260 1.521
H 1.032 -1.454 -1.232
*
```

As for the LUMO energy (spin up / spin down): -4.93 / -4.93 eV. The frontier orbital gap (spin up / spin down) comes out at 8.40 / 8.40 eV. Its HOMO energy (spin up / spin down) is -13.330 / -13.331 eV.

And the Löwdin charges, in e, turn out to be: -0.07 0.03 -0.04 0.16 -0.12 0.12 0.09 -0.09 0.16 0.15 0.12 0.02 0.08 0.00 0.02 0.07 0.12 0.17

***

Version b
ORCA calculation (ωB97M-V/def2-TZVPD) on the ion C5H10N3 with charge +1.

```
! wB97M-V def2-TZVPD RIJCOSX def2/J DEFGRID3
* xyz 1 1
C 0.983 0.109 -0.414
C 0.075 -1.010 -0.150
C -1.638 0.507 -0.277
C -2.974 0.891 0.281
C 3.066 1.232 0.033
N 2.041 0.216 0.252
N -1.209 -0.758 -0.163
N 0.339 -2.324 0.105
H 0.676 0.764 -1.192
H -3.770 0.224 0.983
H -2.955 1.890 0.531
H -3.490 1.012 -0.725
H 3.938 0.627 -0.311
H 2.703 2.020 -0.603
H 3.302 1.683 0.952
H -1.918 -1.521 -0.135
H 1.293 -2.688 0.405
H -0.462 -2.874 0.427
*
```

As for the LUMO energy: -5.08 eV. The frontier orbital gap comes out at 7.91 eV. Its HOMO energy is -12.988 eV.

And the Löwdin charges, in e, turn out to be: -0.13 -0.23 0.01 -0.09 -0.06 0.03 0.04 0.23 0.12 0.16 0.03 0.12 0.12 0.08 0.07 0.19 0.18 0.13

***

version b is the most stable structure; the next one sits 16.6 kcal/mol above it.